{"formula": "C3H6Cl2S", "method": "the ωB97M-V functional and the def2-TZVPD basis", "multiplicity": 1, "homo_energy_ev": -9.46, "homo_lumo_gap_ha": 0.3718, "lumo_energy_ev": 0.661, "elements": ["C", "C", "C", "S", "Cl", "Cl", "H", "H", "H", "H", "H", "H"], "coordinates": [[0.62449, -1.19761, 0.83283], [-0.07994, -0.78344, -0.47140], [-0.51745, 0.82205, -0.51463], [0.93551, 1.95535, -0.41104], [-1.17708, 1.05481, -2.14709], [-1.55572, 1.32737, 0.77929], [0.04483, -1.52603, 1.68632], [1.37557, -1.89339, 0.56007], [1.16702, -0.33151, 1.12498], [-1.14647, -1.19746, -0.22198], [0.12648, -1.03882, -1.44242], [0.20274, 2.80867, 0.22507]], "atomic_forces_ev_per_a": [[0.8, 0.9, -1.5], [-5.7, 2.0, 4.7], [2.6, -1.5, -0.8], [0.7, -1.2, -0.5], [-0.8, 0.0, -0.1], [-1.0, -0.5, 0.4], [-0.5, -0.1, -0.4], [0.7, -1.1, 0.1], [0.7, 0.8, 0.7], [1.5, 0.5, -1.3], [1.4, -0.9, -1.9], [-0.3, 1.2, 0.6]]}

***

{"formula": "C4H4O6V", "method": "the ωB97M-V functional and the def2-TZVPD basis", "multiplicity": 4, "homo_energy_ev": [-7.70, -8.12], "s2": 3.760, "homo_lumo_gap_ha": [0.2618, 0.2746], "lumo_energy_ev": [-0.577, -0.645], "elements": ["O", "C", "O", "O", "V", "O", "C", "C", "O", "O", "C", "H", "H", "H", "H"], "coordinates": [[1.80170, -0.56316, -1.03822], [2.92007, -0.39942, -0.35427], [2.83486, 0.56079, 0.54215], [3.90024, -1.14522, -0.46948], [1.06489, 0.91583, -0.07134], [-2.86812, 1.12068, -0.09370], [-1.73021, 0.79895, 0.44894], [-3.75399, -0.06182, -0.11031], [-0.67848, 1.37578, 0.18613], [-1.74015, -0.38028, 1.01965], [-3.02535, -1.01509, 0.84772], [-4.73492, 0.23980, 0.26919], [-3.87700, -0.36992, -1.15228], [-2.87222, -2.01819, 0.44024], [-3.49695, -1.09019, 1.83221]], "atomic_forces_ev_per_a": [[-0.8, 0.4, -0.4], [2.8, -3.3, 0.0], [-0.4, 1.0, 0.4], [-1.2, 1.3, -0.1], [3.5, 0.0, -0.6], [-1.0, 0.1, -0.1], [0.2, -1.6, -1.8], [-0.2, 0.7, 0.5], [-3.8, 1.4, 1.5], [0.2, -0.2, 0.5], [-0.2, -0.1, 0.0], [0.3, 0.1, -0.1], [0.4, -0.1, 0.3], [0.1, 0.3, 0.1], [0.1, 0.1, -0.2]]}

***

{"formula": "C53H74BrCrN7SSbSeTe", "method": "the ωB97M-V functional and the def2-TZVPD basis", "multiplicity": 5, "homo_energy_ev": [-9.43, -9.78], "s2": 6.037, "homo_lumo_gap_ha": [0.2367, 0.2452], "charge": 1, "lumo_energy_ev": [-2.988, -3.103], "elements": ["Cr", "N", "C", "N", "C", "N", "C", "C", "N", "C", "C", "N", "H", "H", "H", "H", "H", "C", "C", "C", "C", "N", "C", "Se", "N", "C", "C", "C", "C", "C", "C", "C", "C", "C", "C", "H", "H", "H", "H", "H", "H", "H", "H", "H", "H", "H", "H", "H", "H", "H", "H", "H", "H", "H", "H", "H", "H", "Br", "C", "C", "C", "C", "C", "C", "H", "H", "H", "H", "C", "S", "C", "H", "H", "H", "H", "H", "H", "Te", "C", "C", "C", "C", "C", "C", "C", "C", "C", "C", "C", "C", "H", "H", "H", "H", "H", "H", "H", "H", "H", "H", "C", "C", "C", "C", "Sb", "C", "C", "C", "C", "C", "C", "C", "C", "H", "H", "H", "H", "H", "H", "H", "H", "H", "H", "H", "H", "H", "H", "H", "H", "H", "H", "H", "H", "H", "H", "H", "H", "H", "H", "H"], "coordinates": [[0.55311, 0.70053, -0.63310], [3.56615, -1.26226, -2.91615], [2.25905, -1.16845, -2.66581], [2.04886, -0.08277, -1.95316], [3.29170, 0.44804, -1.79292], [4.24664, -0.23716, -2.36615], [3.44166, 1.66676, -0.99952], [4.63671, 2.35575, -0.84517], [4.71315, 3.45164, -0.10029], [3.59515, 3.86062, 0.48597], [2.39570, 3.17928, 0.33533], [2.31636, 2.08342, -0.41053], [4.05846, -1.97115, -3.43720], [1.50632, -1.87088, -2.98898], [5.53974, 2.00401, -1.32910], [3.64718, 4.75334, 1.09792], [1.49076, 3.51172, 0.82464], [2.85947, -4.75671, 3.82480], [2.10816, -3.91174, 4.85260], [0.59396, -3.85293, 4.65772], [0.10962, -3.08961, 3.42943], [0.29500, -3.80410, 2.16808], [1.09953, -3.43241, 1.14257], [2.16048, -1.91868, 1.13518], [0.95681, -4.35160, 0.16309], [1.60504, -4.32915, -1.13732], [2.65131, -5.42633, -1.28534], [3.86861, -5.22930, -0.38623], [4.74510, -4.05964, -0.82044], [0.04382, -5.32465, 0.55720], [-0.49873, -6.40630, -0.11927], [-1.48052, -7.12871, 0.53880], [-1.91308, -6.77319, 1.81880], [-1.37935, -5.68146, 2.48582], [-0.38710, -4.96788, 1.82833], [3.87068, -4.97366, 4.17234], [2.95407, -4.24006, 2.86906], [2.35888, -5.71495, 3.65337], [2.51017, -2.89274, 4.86053], [2.29351, -4.31900, 5.84986], [0.14269, -3.35735, 5.52223], [0.18837, -4.86959, 4.65193], [0.64551, -2.14756, 3.32934], [-0.95574, -2.86014, 3.51412], [2.05648, -3.34266, -1.22693], [0.82027, -4.42586, -1.89367], [2.97051, -5.44185, -2.33291], [2.18663, -6.39677, -1.09651], [4.45568, -6.15028, -0.39051], [3.54191, -5.08606, 0.64875], [5.08549, -4.19475, -1.85254], [5.63308, -3.97753, -0.19233], [4.21065, -3.10815, -0.74664], [-0.19439, -6.66590, -1.12427], [-1.93375, -7.97714, 0.04366], [-2.68746, -7.35910, 2.29670], [-1.72820, -5.39784, 3.46942], [-2.82684, -4.80704, -2.81240], [-1.99969, -3.22213, -2.17880], [-1.50516, -2.29615, -3.07972], [-0.89969, -1.14204, -2.58898], [-0.75025, -0.86521, -1.22435], [-1.27912, -1.83828, -0.36239], [-1.90663, -2.99432, -0.81612], [-1.60301, -2.46685, -4.14520], [-0.53437, -0.43203, -3.32374], [-1.22157, -1.70060, 0.71185], [-2.32538, -3.71387, -0.12137], [-5.23488, 0.80215, 1.53697], [-3.95385, 0.01473, 0.54676], [-4.89600, -1.36292, -0.12313], [-5.55246, 0.16417, 2.36276], [-6.10120, 1.05823, 0.92561], [-4.82036, 1.72495, 1.94158], [-5.81903, -1.00786, -0.58135], [-5.12792, -2.10148, 0.64430], [-4.28112, -1.83272, -0.88968], [-0.36151, 0.67969, 2.06724], [-1.23676, 2.34612, 3.01802], [-2.51491, 2.18590, 3.54176], [-3.12796, 3.23831, 4.21175], [-2.45834, 4.44211, 4.37325], [-1.17155, 4.59443, 3.87106], [-0.56242, 3.54944, 3.19265], [1.28516, 0.63829, 3.38794], [2.58827, 0.88431, 2.97326], [3.63228, 0.81912, 3.88509], [3.37692, 0.51373, 5.21558], [2.07502, 0.27429, 5.63199], [1.02850, 0.33381, 4.71951], [-3.03106, 1.23955, 3.43183], [-4.12404, 3.11090, 4.61692], [-2.93180, 5.25900, 4.90273], [-0.64151, 5.52814, 4.01227], [0.45047, 3.66631, 2.82620], [2.79904, 1.09597, 1.93332], [4.64755, 0.99875, 3.55402], [4.19196, 0.46061, 5.92613], [1.86903, 0.03810, 6.66857], [0.01532, 0.14262, 5.05527], [-1.19635, 4.87995, -0.04446], [-0.81928, 5.00529, -1.52268], [0.62444, 5.50741, -1.61286], [-1.72613, 6.03416, -2.19464], [-0.91341, 2.96396, -2.32143], [0.09684, 3.14203, -4.25911], [-0.27818, 1.93600, -5.12093], [1.60126, 3.06714, -3.97786], [-0.21849, 4.42008, -5.03289], [-3.02809, 2.73341, -2.82996], [-3.84582, 3.09587, -1.58785], [-3.27153, 1.25614, -3.13913], [-3.47988, 3.58357, -4.01436], [-1.00627, 5.82838, 0.47184], [-0.62127, 4.10152, 0.46213], [-2.25036, 4.63383, 0.09741], [0.72524, 6.41700, -1.00889], [0.91509, 5.76345, -2.63005], [1.34875, 4.78175, -1.23903], [-1.55821, 7.01162, -1.72514], [-2.78318, 5.80323, -2.08119], [-1.51605, 6.14364, -3.25946], [-0.01180, 0.99249, -4.63954], [0.27738, 1.98660, -6.06484], [-1.33877, 1.90227, -5.36950], [1.85876, 2.14180, -3.45701], [1.96203, 3.90829, -3.38122], [2.15049, 3.07835, -4.92717], [-1.27868, 4.50901, -5.27192], [0.33170, 4.40762, -5.98148], [0.08086, 5.32025, -4.50104], [-3.53188, 2.52365, -0.71200], [-4.89584, 2.84111, -1.77495], [-3.80824, 4.15766, -1.35047], [-2.99414, 0.61612, -2.30229], [-2.72880, 0.91930, -4.02453], [-4.34087, 1.10757, -3.33202], [-3.31656, 4.64943, -3.85785], [-4.55608, 3.43409, -4.16116], [-2.98768, 3.29559, -4.94402]], "atomic_forces_ev_per_a": [[-0.3, 0.0, -0.5], [0.1, 0.0, -0.1], [0.0, 0.0, 0.0], [-0.1, 0.0, 0.1], [0.0, 0.0, 0.0], [0.0, -0.1, 0.0], [0.0, -0.1, -0.1], [0.1, 0.0, 0.0], [0.0, 0.0, 0.0], [-0.1, 0.0, 0.0], [0.0, 0.1, 0.1], [-0.2, -0.2, 0.2], [0.0, 0.0, 0.0], [0.1, 0.0, 0.0], [0.0, 0.0, 0.0], [0.0, 0.0, 0.0], [0.0, 0.0, 0.0], [0.0, 0.0, 0.0], [0.0, 0.0, 0.0], [0.0, 0.0, 0.0], [0.0, 0.0, -0.1], [0.0, -0.1, 0.1], [-0.2, 0.1, 0.1], [0.0, 0.0, -0.2], [0.1, -0.1, 0.0], [-0.1, 0.0, 0.0], [0.0, 0.0, 0.0], [0.0, -0.1, 0.0], [0.0, 0.0, 0.0], [-0.1, 0.1, -0.1], [0.0, 0.0, 0.0], [0.0, 0.0, 0.0], [0.0, 0.0, 0.0], [0.0, 0.0, 0.0], [0.0, 0.1, 0.0], [0.0, 0.0, 0.0], [0.0, 0.0, 0.0], [0.0, 0.0, 0.0], [0.0, 0.0, 0.0], [0.0, 0.0, 0.0], [0.0, 0.0, 0.0], [0.0, 0.0, 0.0], [0.0, 0.0, 0.0], [0.0, 0.0, 0.0], [0.0, 0.0, 0.0], [0.0, 0.0, 0.0], [0.0, 0.0, 0.0], [0.0, 0.0, 0.0], [0.0, 0.0, 0.0], [0.0, 0.0, 0.0], [0.0, 0.0, 0.0], [0.0, 0.0, 0.0], [0.0, -0.1, 0.0], [0.0, 0.0, 0.0], [0.0, 0.0, 0.0], [0.0, 0.0, 0.0], [0.0, 0.0, 0.0], [0.0, 0.0, 0.0], [0.0, 0.0, 0.0], [0.0, 0.0, 0.0], [-0.1, -0.1, 0.0], [0.3, 0.0, 0.3], [-0.1, 0.0, -0.1], [0.0, 0.0, 0.0], [0.0, 0.0, 0.0], [0.0, 0.0, 0.0], [0.0, 0.0, 0.0], [0.0, 0.0, 0.0], [-0.1, 0.0, 0.0], [0.1, 0.1, 0.1], [0.0, -0.1, -0.1], [0.0, 0.0, 0.0], [0.0, 0.0, 0.0], [0.0, 0.0, 0.0], [0.0, 0.0, 0.0], [0.0, 0.0, 0.0], [0.0, 0.0, 0.0], [0.1, -0.3, 0.1], [-0.1, 0.1, 0.0], [0.0, 0.0, -0.1], [0.0, 0.0, 0.0], [0.0, 0.0, 0.0], [0.0, 0.0, 0.0], [0.0, 0.0, 0.0], [0.1, 0.2, 0.0], [0.0, 0.0, 0.0], [0.0, 0.0, 0.0], [0.0, 0.0, 0.0], [0.0, 0.0, 0.0], [0.0, 0.0, 0.0], [0.0, 0.0, 0.0], [0.0, 0.0, 0.0], [0.0, 0.0, 0.0], [0.0, 0.0, 0.0], [0.0, 0.0, 0.0], [0.0, 0.0, 0.0], [0.0, 0.0, 0.0], [0.0, 0.0, 0.0], [0.0, 0.0, 0.0], [0.0, 0.0, 0.0], [0.0, 0.0, 0.0], [0.0, 0.1, 0.1], [0.0, 0.0, 0.0], [0.0, 0.0, 0.0], [0.1, -0.1, 0.0], [0.1, 0.0, -0.1], [0.0, 0.0, 0.0], [0.0, 0.1, 0.0], [0.0, 0.0, -0.1], [-0.1, 0.0, 0.0], [0.0, 0.0, 0.0], [0.0, 0.0, 0.0], [0.0, 0.0, 0.0], [0.0, 0.0, 0.0], [0.0, 0.0, 0.0], [0.0, 0.0, 0.0], [0.0, 0.0, 0.0], [0.0, 0.0, 0.0], [0.0, 0.0, 0.0], [0.0, 0.0, 0.0], [0.0, 0.0, 0.0], [0.0, 0.0, 0.1], [0.0, 0.0, 0.0], [0.0, 0.0, 0.0], [0.0, 0.0, 0.0], [0.0, 0.0, 0.0], [0.0, 0.0, 0.0], [0.0, 0.0, 0.0], [0.1, 0.0, 0.0], [0.0, 0.0, 0.0], [0.0, 0.0, 0.0], [0.0, 0.0, 0.0], [0.0, 0.0, 0.0], [0.0, 0.0, 0.0], [0.0, 0.0, 0.0], [0.0, 0.0, 0.0], [0.0, 0.0, 0.0], [0.0, 0.0, 0.0], [0.0, 0.0, 0.0], [0.0, 0.0, 0.0]]}

***

{"formula": "H3N2O2S", "method": "the ωB97M-V functional and the def2-TZVPD basis", "multiplicity": 1, "homo_energy_ev": [-2.36, -3.64], "homo_lumo_gap_ha": [0.2293, 0.2911], "charge": -1, "lumo_energy_ev": [3.883, 4.285], "elements": ["N", "N", "O", "O", "S", "H", "H", "H"], "coordinates": [[1.03851, -0.28459, -0.58339], [0.40142, 0.74938, -0.24963], [-2.23723, 0.72337, -0.34197], [-0.99224, -1.35096, 0.20280], [-1.22606, 0.11041, 0.53517], [0.50495, -1.18841, -0.39484], [1.94114, -0.22568, -1.03271], [0.56952, 1.46650, 1.86457]], "atomic_forces_ev_per_a": [[0.8, -2.1, -0.5], [-1.1, 2.0, 1.4], [0.1, 0.1, -0.1], [-0.4, 0.2, 0.4], [0.0, -0.5, -0.4], [0.5, 0.4, -0.2], [-0.2, 0.2, 0.0], [0.2, -0.2, -0.6]]}

***

{"formula": "C5H8NO", "method": "the ωB97M-V functional and the def2-TZVPD basis", "multiplicity": 1, "homo_energy_ev": -15.79, "homo_lumo_gap_ha": 0.3147, "charge": 1, "lumo_energy_ev": -7.226, "elements": ["C", "C", "C", "C", "C", "N", "O", "H", "H", "H", "H", "H", "H", "H", "H"], "coordinates": [[-0.21964, 0.75335, 0.72352], [-1.55173, 1.01971, 0.41618], [0.41823, -0.14984, -0.06846], [1.74401, -0.60311, 0.25035], [-0.17057, -0.77703, -1.23586], [-0.21387, 1.44181, 1.80586], [-1.55498, 1.60096, 1.75114], [-1.74488, 1.73247, -0.32279], [-2.23793, 0.12119, 0.31876], [1.99194, -1.34093, -0.50145], [1.91208, -1.07772, 1.30242], [2.54120, 0.31674, 0.35113], [-1.20825, -0.43662, -1.60038], [-0.41573, -1.84021, -1.17704], [0.71011, -0.76078, -2.01338]], "atomic_forces_ev_per_a": [[0.7, -1.2, -3.7], [-4.4, -2.0, 1.1], [2.4, -0.9, 1.2], [3.2, 0.5, 1.9], [-0.9, 0.4, -2.6], [-0.1, 0.3, 2.7], [0.2, 1.5, 0.4], [-0.4, 1.3, -1.1], [0.5, 1.2, 0.3], [0.9, 0.0, 0.1], [-0.8, 0.8, -1.6], [-1.9, -2.1, -0.6], [2.0, 0.3, 0.3], [0.7, -0.3, 0.8], [-2.0, 0.2, 0.9]]}

***

| no. | calculated total energy (eV) |
| --- | --- |
| 1 | -39087.2445 |
| 2 | -42184.6264 |
| 3 | -255065.3515 |
| 4 | -17955.6629 |
| 5 | -8839.4036 |